# 1
Below is C6H10O as an isolated structure in a non-equilibrium geometry, with properties calculated with wB97M-V/def2-TZVPD.

Element x y z (Å)
O (1.22, -1.35, 1.64)
C (1.62, -1.10, 0.53)
C (1.61, 0.29, -0.07)
C (0.44, 1.09, 0.48)
C (-0.77, 0.74, -0.38)
C (-0.84, -1.19, -0.81)
C (-2.04, 0.51, 0.14)
H (2.09, -1.88, -0.10)
H (2.58, 0.76, 0.14)
H (1.51, 0.19, -1.16)
H (0.67, 2.17, 0.46)
H (0.27, 0.83, 1.53)
H (-0.74, 1.24, -1.36)
H (-1.38, -1.47, -1.75)
H (-1.14, -1.97, -0.07)
H (-2.93, 0.76, -0.43)
H (-2.16, 0.41, 1.22)

Summary:
Spin multiplicity   1
ΔE to the lowest compared entry with this formula, charge and spin   4.264 eV
DFT total energy   -8426.976 eV
Lowest unoccupied orbital energy   0.5 eV
Kohn-Sham gap   8.780 eV
HOMO   -8.3 eV

=====

# 2
Below is C6H9Cl2GaInO6P as an isolated structure in a non-equilibrium geometry, with properties calculated with wB97M-V/def2-TZVPD.

Element x y z (Å)
Ga (-1.29, 0.00, -3.28)
In (0.89, -0.75, 0.10)
Cl (-3.06, -1.22, -3.21)
Cl (-1.28, 1.30, -1.44)
C (1.67, 1.81, 0.96)
C (0.16, -1.52, -3.13)
C (-0.59, 1.12, -4.92)
O (1.64, 2.85, 1.42)
O (0.72, -2.53, -3.19)
O (0.08, 1.66, -5.70)
C (-1.14, 0.99, 2.65)
O (-0.61, -0.20, 2.05)
P (-1.28, -1.74, 2.35)
O (-1.11, -1.88, 3.97)
C (-0.22, -1.14, 4.85)
O (0.11, -2.47, 1.74)
C (1.29, -2.77, 2.53)
H (-1.29, 1.74, 1.87)
H (-0.43, 1.37, 3.40)
H (-2.11, 0.77, 3.13)
H (0.74, -0.85, 4.39)
H (-0.74, -0.26, 5.25)
H (-0.02, -1.85, 5.67)
H (1.85, -1.86, 2.81)
H (1.01, -3.35, 3.42)
H (1.94, -3.38, 1.89)

Summary:
Spin multiplicity   1
ΔE to the lowest compared entry with this formula, charge and spin   0.000 eV
DFT total energy   -110485.968 eV
Lowest unoccupied orbital energy (alpha / beta)   -19.6 / -19.2 eV
Kohn-Sham gap (alpha / beta)   4.166 / 4.592 eV
HOMO (alpha / beta)   -23.8 / -23.8 eV
Charge   +4

=====

# 3
Below is C4H5NO2 as an isolated structure in a non-equilibrium geometry, with properties calculated with wB97M-V/def2-TZVPD.

Element x y z (Å)
C (1.81, -0.56, 0.00)
C (0.57, -0.10, -0.22)
C (-0.03, 1.28, -0.08)
C (-1.80, -0.24, -0.07)
H (2.59, 0.07, 0.18)
H (2.07, -1.63, 0.14)
H (0.25, 1.95, -0.97)
H (0.06, 1.67, 1.02)
H (-0.58, -2.02, 0.42)
N (-0.58, -0.93, -0.34)
O (-1.46, 1.20, -0.07)
O (-2.91, -0.68, 0.00)

Summary:
Spin multiplicity   1
ΔE to the lowest compared entry with this formula, charge and spin   2.489 eV
DFT total energy   -9811.826 eV
Lowest unoccupied orbital energy   0.1 eV
Kohn-Sham gap   9.404 eV
HOMO   -9.3 eV

=====

# 4
Below is C2HO4Pt as an isolated structure in a non-equilibrium geometry, with properties calculated with wB97M-V/def2-TZVPD.

Element x y z (Å)
O (2.16, -0.59, 0.11)
O (-2.44, -0.11, 0.28)
O (0.93, -0.14, 0.68)
O (-2.60, 1.27, 0.00)
C (-1.31, -0.55, 0.15)
C (-0.05, -0.28, -0.20)
H (0.21, -0.39, -1.26)
Pt (3.10, 0.79, 0.25)

Summary:
Spin multiplicity   4
DFT total energy   -13510.780 eV
Lowest unoccupied orbital energy (alpha / beta)   -0.6 / -2.3 eV
Kohn-Sham gap (alpha / beta)   6.481 / 6.454 eV
<S²>   3.77
HOMO (alpha / beta)   -7.1 / -8.7 eV